Record 1
This record from OMol25 describes a molecular structure, C22H17BrGaN5O2. The level of theory is the ωB97M-V functional and the def2-TZVPD basis.

Properties
E_HOMO (spin up / spin down) in eV: -5.926 / -8.127
LUMO energy (spin up / spin down) in Eh: -0.01216 / -0.02014
Calculated total energy in eV: -157053.9452

```
! wB97M-V def2-TZVPD RIJCOSX def2/J DEFGRID3
* xyz 0 1
Br 3.17 -4.66 -4.21
O 1.56 0.71 -0.32
C -0.17 3.50 -0.31
C -2.26 -0.04 -3.66
H -0.72 0.99 6.60
C -1.65 0.25 -2.42
Ga -0.03 1.57 -0.34
N -0.57 1.09 -2.36
C -1.97 -0.70 6.16
H 0.70 -1.26 -1.53
C -2.30 -1.20 3.83
C -1.16 0.37 5.83
H -2.15 -0.93 7.20
C -1.22 0.25 2.10
C 3.03 -3.16 -3.05
C 0.17 1.97 2.82
H 5.16 -2.92 -2.90
C -2.08 -0.28 -1.19
C 4.07 -1.46 -1.74
C -1.49 -0.12 3.48
C 1.68 -1.62 -1.83
C 1.78 -2.72 -2.67
N -1.80 -0.34 1.10
H -2.22 0.30 -5.77
H 0.33 2.28 4.83
C -1.76 0.52 -4.81
N -0.33 1.30 1.85
H -2.73 -1.80 3.04
H 4.96 -0.97 -1.36
H -0.78 4.01 0.43
O 3.73 0.61 0.14
C -0.11 1.63 -3.50
H -0.05 4.09 -1.22
C -2.53 -1.49 5.16
H -2.92 -0.95 -1.10
H -0.22 1.82 -5.62
C -0.92 0.65 4.49
H 0.85 2.79 2.59
C 2.75 0.20 -0.43
N -1.41 0.12 -0.11
H -3.12 -0.70 -3.69
C 2.83 -0.99 -1.36
H 0.89 -3.21 -3.03
H 0.75 2.28 -3.39
H -3.15 -2.33 5.44
C -0.65 1.37 -4.73
C 4.18 -2.55 -2.59
N -0.09 1.72 4.12
*
```

Record 2
This record from OMol25 describes 2 unconnected molecules or ions with the total composition CH3O2 in a non-equilibrium geometry. The level of theory is the ωB97M-V functional and the def2-TZVPD basis.

Properties
E_HOMO in eV: -17.552
Relative energy (zero: lowest compared OMol25 entry of this formula, charge and spin) in kcal per mole: 7.5
LUMO energy in Eh: -0.19417
Calculated total energy in eV: -5171.3008

```
! wB97M-V def2-TZVPD RIJCOSX def2/J DEFGRID3
* xyz 1 1
O -1.16 0.47 0.84
O 0.93 -0.58 -0.53
H 1.12 0.37 -0.84
H 0.22 -1.01 -0.94
C -1.96 1.25 1.06
H 0.84 -0.49 0.40
*
```

Record 3
This record from OMol25 describes a molecular structure, C17H19ClN3O6PtSi in a non-equilibrium geometry. The level of theory is the ωB97M-V functional and the def2-TZVPD basis.

Properties
E_HOMO in eV: -4.921
LUMO energy in Eh: 0.10181
Calculated total energy in eV: -58336.8597

```
! wB97M-V def2-TZVPD RIJCOSX def2/J DEFGRID3
* xyz -1 1
H 1.13 2.15 -3.47
H 2.85 3.47 -0.42
H 0.45 3.77 -3.75
C -0.01 -3.16 1.00
H -1.07 5.17 -1.47
H -0.20 -5.88 2.11
H 0.21 -7.91 0.69
H 5.03 2.54 0.29
H 1.87 3.56 -2.71
C 4.15 1.90 0.27
H -1.65 0.96 -2.17
H 2.33 -2.21 0.72
C 0.29 -6.92 0.26
H -2.63 2.28 -1.53
H 3.10 -1.73 2.23
O -2.05 -0.04 0.64
H -1.31 4.32 0.07
C 0.15 -4.56 0.45
N 0.21 -2.26 -0.04
H 5.22 0.16 1.00
O -3.18 0.79 2.65
H 0.99 -5.40 -2.72
C -1.77 2.05 -2.17
O -0.24 -2.89 2.16
C 0.47 -4.43 -0.87
C 0.72 -5.52 -1.67
C 4.27 0.57 0.68
C 2.95 2.43 -0.14
Pt 0.11 -0.17 0.34
C 0.50 -2.95 -1.20
H 0.81 -7.67 -1.67
H 0.29 4.95 -0.35
C 1.83 1.58 -0.14
Cl -2.26 1.14 1.61
H 4.10 -2.15 0.83
C 3.17 -1.67 1.14
O 0.75 -2.50 -2.30
C -0.61 4.48 -0.76
C 3.14 -0.23 0.69
O -2.74 2.27 0.85
C 0.92 3.11 -3.00
Si -0.23 2.85 -1.55
H -2.00 2.37 -3.19
C 0.05 -5.79 1.06
O -0.95 1.41 2.17
N 0.55 1.76 -0.45
N 1.97 0.27 0.28
C 0.62 -6.78 -1.08
*
```

Record 4
This record from OMol25 describes a molecular structure, C7H13NO3 in a non-equilibrium geometry. The level of theory is the ωB97M-V functional and the def2-TZVPD basis.

Properties
E_HOMO in eV: -9.230
Relative energy (zero: lowest compared OMol25 entry of this formula, charge and spin) in kcal per mole: 220.7
LUMO energy in Eh: 0.01363
Calculated total energy in eV: -15093.8397

```
! wB97M-V def2-TZVPD RIJCOSX def2/J DEFGRID3
* xyz 0 1
C 1.50 0.38 -0.16
H -1.12 1.24 1.74
H -1.18 1.37 -1.39
H 2.30 -1.24 -1.27
O 1.94 1.45 0.13
H -3.38 -0.96 -0.87
H 3.66 0.55 0.66
H 2.17 -1.57 0.41
H -0.36 -1.43 1.50
C -1.61 1.13 0.68
C 2.51 -0.88 0.01
C -1.42 -1.40 0.56
O 3.72 -0.43 0.32
H 0.37 -2.19 -0.50
C -0.72 1.22 -0.65
H -1.90 -2.45 0.13
C -2.48 -0.20 0.75
H -2.69 -0.52 1.63
O -3.17 -0.04 -0.42
C -0.45 -1.13 -0.67
H -0.92 -1.05 -1.67
H -0.10 2.11 -0.57
H -2.43 2.16 0.59
N 0.24 0.20 -0.54
*
```

Record 5
This record from OMol25 describes a molecular structure, C29H42CrN3OS2SbSi3. The level of theory is the ωB97M-V functional and the def2-TZVPD basis.

Properties
E_HOMO (spin up / spin down) in eV: -0.387 / -0.655
Relative energy (zero: lowest compared OMol25 entry of this formula, charge and spin) in kcal per mole: 30.0
LUMO energy (spin up / spin down) in Eh: 0.15353 / 0.15340
Calculated total energy in eV: -117540.3760
⟨S²⟩: 6.03

```
! wB97M-V def2-TZVPD RIJCOSX def2/J DEFGRID3
* xyz -2 5
H 1.61 -2.44 -4.58
H 0.90 -1.81 2.04
S -2.78 1.63 2.01
C 0.61 4.77 1.11
H 1.01 1.00 -3.53
H -2.46 5.62 -0.88
H -0.57 0.36 -2.99
C 0.82 -1.04 2.82
H 1.15 -4.67 -3.08
Sb 1.40 0.05 -1.04
C -1.03 -3.69 0.22
C 0.61 1.20 0.59
H 3.10 -1.38 1.26
C 1.26 5.36 0.04
C 3.04 1.05 2.44
C -1.77 -2.03 -3.00
C 1.13 -1.65 -3.99
C -0.61 -2.37 0.02
C 0.46 1.72 3.75
H 1.51 -1.29 3.63
H -2.83 -0.78 1.80
H 2.20 2.48 -1.42
H 1.31 6.43 -0.07
H 1.92 -1.02 -3.59
N -3.13 -0.13 -1.02
H 0.65 1.16 4.67
Si 0.01 -2.44 -2.68
H -1.94 -2.13 -4.08
H 3.76 -1.77 -1.96
H -3.57 -3.09 2.36
H -0.20 -1.09 3.22
H 1.55 -5.40 -1.03
C 0.31 0.92 -2.70
C -2.73 -2.93 1.70
H 3.08 -3.15 -2.83
C -3.26 6.09 1.06
H -3.72 3.80 3.50
H 1.49 -5.08 0.71
H 3.04 -5.20 -0.11
C -4.20 -0.58 -1.23
H 3.21 2.13 2.51
H -2.09 -1.05 -2.66
C -2.75 5.23 0.09
H -4.00 6.22 3.08
H -3.37 7.15 0.84
H 2.62 -2.92 1.98
Si 2.16 -2.97 -0.47
H -0.62 1.85 3.61
C 1.72 3.13 -0.71
H 0.15 5.40 1.88
H -0.02 1.92 -2.39
C 3.43 -2.81 -1.86
Cr -1.48 0.70 -0.04
H -2.43 -2.74 -2.49
C 0.95 2.62 0.36
C 1.85 4.49 -0.87
C -2.08 -3.97 1.07
H -0.53 -4.49 -0.29
C 3.05 -2.45 1.09
H -2.39 -5.00 1.22
S -1.91 2.91 -1.01
H 2.42 4.88 -1.72
H -0.27 -4.41 -4.09
H 3.47 0.58 3.34
H 4.08 -2.82 0.99
H 0.91 2.71 3.82
C -2.58 3.86 0.31
H 3.60 0.70 1.57
C -2.94 3.33 1.57
C -3.61 5.57 2.30
C 2.01 -4.84 -0.21
H -0.47 -4.93 -2.43
C 0.54 -2.02 -0.88
N -1.29 -1.38 0.59
H 4.29 -3.42 -1.57
C -2.31 -1.65 1.41
N 0.47 3.47 1.29
H 0.52 -1.04 -4.66
Si 1.17 0.75 2.31
C 0.13 -4.30 -3.08
C -3.45 4.21 2.54
O -5.28 -1.06 -1.48
*
```

Record 6
This record from OMol25 describes C6H9NO in the gas phase in a non-equilibrium geometry. The level of theory is the ωB97M-V functional and the def2-TZVPD basis.

Properties
E_HOMO in eV: -10.391
Relative energy (zero: lowest compared OMol25 entry of this formula, charge and spin) in kcal per mole: 66.2
LUMO energy in Eh: 0.02211
Calculated total energy in eV: -9902.7336

```
! wB97M-V def2-TZVPD RIJCOSX def2/J DEFGRID3
* xyz 0 1
C 0.43 -0.73 0.30
H 1.29 2.39 0.60
H 1.61 -2.55 0.17
H -2.69 0.55 0.81
H 0.60 0.81 -1.27
O -1.89 0.10 1.24
H 0.23 1.84 1.73
C 0.28 1.94 0.68
H 1.03 -2.04 -1.41
C -0.95 -0.29 -0.08
C -1.66 -0.60 -1.21
H 0.56 -0.86 1.38
H -0.42 2.69 0.54
C 0.19 0.70 -0.23
C 1.36 -1.71 -0.44
N -2.21 -1.00 -2.14
H 2.25 -1.23 -0.69
*
```

Record 7
This record from OMol25 describes a molecular structure, C32H34Cl2InN8O2PS in a non-equilibrium geometry. The level of theory is the ωB97M-V functional and the def2-TZVPD basis.

Properties
E_HOMO in eV: -11.608
Relative energy (zero: lowest compared OMol25 entry of this formula, charge and spin) in kcal per mole: 41.1
LUMO energy in Eh: -0.21292
Calculated total energy in eV: -100080.8159

```
! wB97M-V def2-TZVPD RIJCOSX def2/J DEFGRID3
* xyz 2 1
O -0.36 -4.40 -1.29
N -1.51 0.99 -4.05
C -1.39 2.64 4.01
C -0.35 3.12 -0.68
S 4.81 -1.66 0.45
H -5.71 1.68 0.59
C -1.10 1.17 -2.72
H 1.86 -2.10 5.71
H 1.97 -3.88 -1.19
C -0.13 0.75 3.93
H -0.39 6.50 -0.52
H -2.51 -4.15 0.26
H -4.76 3.05 0.16
N -3.74 1.25 0.37
C -0.77 1.63 6.07
H -2.49 1.41 -5.81
H 0.15 -6.18 -0.22
O 0.76 -0.01 1.80
H 6.91 -1.19 -1.57
N 0.63 2.39 -0.15
H -3.51 -5.33 -0.58
C -3.68 0.31 1.39
C 0.52 -0.22 3.07
C -1.06 -0.29 -4.45
H -0.72 1.57 7.16
C -2.46 -0.26 1.34
H -4.53 0.06 1.96
H -2.07 -3.93 -2.23
C -1.67 -4.79 -1.62
H -5.19 1.82 -1.07
C -2.49 -5.06 -0.33
C -0.25 -0.76 -3.47
H 2.34 2.90 1.14
C 5.93 0.18 -2.98
In 0.50 0.10 -0.28
N -0.08 4.46 -0.51
C -2.40 1.76 -4.78
C 4.85 -0.75 -1.05
P -1.84 2.38 -1.56
C 6.00 -0.65 -1.84
C 0.59 -5.50 -1.01
H -2.10 -5.92 0.25
H -3.41 1.72 -4.36
C 4.71 0.75 -3.40
C 1.11 -1.33 3.79
H 6.84 0.45 -3.56
H -1.95 -1.07 1.90
C 1.50 3.26 0.52
H -2.07 2.80 -4.83
H 0.72 -6.16 -1.90
N -1.70 0.39 0.34
C 0.58 -0.40 5.92
C 1.87 -4.80 -0.59
N -0.29 0.14 -2.39
H 2.65 1.19 -2.86
C 3.19 -1.17 0.51
N 2.67 -0.42 -0.45
H -1.93 3.41 3.38
C 1.26 -1.34 5.18
H 1.78 -4.44 0.47
H 2.72 -5.48 -0.68
C 3.66 -0.10 -1.42
C -0.80 5.59 -0.95
C -2.49 1.31 -0.28
H -2.29 3.20 5.85
Cl 0.69 -0.52 7.62
C 3.56 0.65 -2.62
H -0.75 5.70 -2.03
H -1.68 -5.66 -2.25
H 1.50 5.47 0.64
Cl 1.49 -2.80 2.90
H 2.59 -1.40 1.38
C -0.12 0.65 5.34
C -4.88 1.98 -0.05
N -0.74 1.76 3.27
H 0.38 -1.63 -3.41
H -1.33 -0.71 -5.43
H 4.65 1.36 -4.36
C 1.06 4.55 0.36
H -1.82 5.49 -0.71
C -1.54 2.58 5.41
*
```